(1)
57
Properties=species:S:1:pos:R:3:forces:R:3 method="wB97M-V/def2-TZVPD" orbital_gap_ev=7.484 multiplicity=1 total_charge=0 de_lowest_kj_mol=0.0 lumo_energy_ev=-1.5
Ta -0.675 0.031 -0.329 -0.1186 -0.1558 0.4353
O 1.323 -3.194 4.597 -0.0174 0.0102 0.0058
C 2.190 -2.189 4.642 0.0357 -0.0374 -0.0158
O 2.932 -2.024 5.574 -0.0198 0.0093 0.0020
C 2.226 -1.253 3.480 0.0550 0.0146 -0.0250
C 3.098 -0.189 3.431 -0.0738 0.0012 0.0280
N 2.860 0.455 2.275 0.0463 -0.0037 -0.0126
N 1.904 -0.119 1.547 -0.0185 -0.0270 -0.0298
C 1.508 -1.158 2.264 0.0017 -0.0084 0.0288
C 0.438 -2.008 1.694 0.0225 0.0329 -0.0065
O 0.004 -2.994 2.260 -0.0095 0.0200 0.0076
O 0.042 -1.631 0.505 -0.0146 0.2009 -0.0506
H 0.797 -3.188 3.764 0.0117 -0.0024 -0.0063
H 3.845 0.124 4.141 -0.0015 0.0085 0.0009
H 3.327 1.273 1.918 0.0104 -0.0052 -0.0078
S 1.393 0.025 -1.684 0.1211 -0.0976 -0.0344
C 0.982 -0.104 -3.368 0.0437 0.0032 -0.0277
C 1.969 0.031 -4.343 -0.0348 0.0031 0.0126
C 1.643 -0.079 -5.684 -0.0013 0.0140 0.0458
C 2.674 0.065 -6.671 -0.0140 -0.0277 -0.0886
N 3.501 0.175 -7.460 0.0249 0.0184 0.0296
C 0.312 -0.325 -6.065 -0.0176 -0.0016 0.0498
C -0.667 -0.461 -5.095 0.0090 0.0064 0.0234
C -0.337 -0.350 -3.746 0.0013 -0.0034 0.0229
S -1.552 -0.578 -2.518 -0.0438 0.0962 -0.1069
C -0.045 -0.436 -7.450 0.0508 -0.0069 -0.0636
N -0.331 -0.530 -8.559 -0.0352 0.0015 0.0088
H 2.994 0.221 -4.056 0.0020 0.0008 0.0016
H -1.691 -0.651 -5.388 -0.0010 -0.0003 -0.0025
N 1.358 4.434 2.618 -0.0093 0.0045 0.0052
C 1.036 3.961 1.371 0.0051 -0.0202 -0.0092
C 0.651 2.615 1.215 -0.0038 0.0120 0.0049
N 0.349 2.132 0.029 0.0241 -0.0321 -0.0790
C 0.415 2.963 -1.030 0.0100 -0.0122 -0.0094
C 0.814 4.265 -0.858 -0.0266 0.0205 0.0027
N 1.134 4.773 0.335 0.0048 -0.0034 0.0044
H 0.865 4.014 3.391 0.0001 -0.0015 0.0010
H 1.417 5.440 2.667 0.0055 -0.0002 0.0028
H 0.553 1.958 2.064 0.0172 -0.0041 0.0088
H 0.152 2.570 -2.001 0.0038 0.0005 0.0033
H 0.873 4.933 -1.707 0.0097 -0.0030 -0.0022
O -3.808 0.884 1.872 0.0963 0.0021 -0.0235
Se -2.413 1.535 1.427 -0.1686 -0.0030 0.0849
O -1.125 0.445 1.701 -0.0095 0.0052 -0.1413
O -2.161 1.454 -0.267 -0.0034 0.0073 -0.0143
O -2.074 2.987 1.992 0.0083 -0.0056 -0.0033
C -3.892 -3.097 2.546 -0.0057 -0.0100 0.0217
N -3.474 -1.997 1.702 0.0108 0.0290 -0.0178
C -2.750 -2.135 0.607 0.0882 -0.0061 0.0551
N -2.377 -3.353 0.178 -0.0155 0.0132 0.0027
O -2.457 -1.097 -0.070 -0.0179 -0.0485 -0.0995
H -4.508 -2.701 3.347 -0.0035 0.0006 -0.0044
H -3.032 -3.599 2.996 0.0075 0.0042 -0.0042
H -4.483 -3.821 1.983 0.0000 0.0041 -0.0013
H -3.708 -1.029 1.930 -0.0285 -0.0187 -0.0037
H -2.344 -4.116 0.833 -0.0061 -0.0023 0.0021
H -1.675 -3.357 -0.545 -0.0078 0.0040 -0.0111


(2)
22
Properties=species:S:1:pos:R:3:forces:R:3 method="wB97M-V/def2-TZVPD" orbital_gap_ev=11.432 multiplicity=1 total_charge=+1 de_lowest_kj_mol=0.0 lumo_energy_ev=-3.0
C -3.066 -0.948 0.275 -2.9667 -3.3262 4.9404
C -1.526 1.057 0.429 -0.2070 -4.3013 -0.1791
C 2.636 0.583 0.298 -0.3754 2.0988 -1.2055
C 1.881 -0.272 -0.766 0.8385 -1.3236 1.1747
C 0.354 -0.291 -0.606 2.2592 0.3906 0.1502
N -2.433 -0.044 0.952 1.1138 2.5992 2.6951
N -0.114 0.423 0.376 -1.9173 2.3631 1.3097
N -0.447 -0.832 -1.442 -3.4954 -0.0789 -0.0321
O -3.032 -1.184 -0.875 0.7937 -0.2749 -4.6435
O -1.919 1.549 -0.751 0.1552 0.4669 -0.7105
H -3.675 -1.692 1.005 0.8813 1.6832 -1.4006
H -1.671 1.737 1.208 0.9366 1.6561 0.8917
H 2.254 0.576 1.332 0.0403 -0.2316 -0.4440
H 2.638 1.677 -0.097 0.0756 -1.6861 1.0053
H 3.672 0.273 0.373 0.0844 -0.0591 -0.1583
H 2.054 0.151 -1.754 0.1331 -0.1272 -0.0884
H 2.400 -1.293 -0.714 -1.4097 1.0684 -0.4118
H -2.695 0.022 1.972 0.5960 -0.1212 -1.7477
H 0.580 0.937 0.878 0.1784 0.2313 0.3394
H -1.569 -0.815 -1.280 1.8649 -0.7804 -0.4121
H -0.145 -1.422 -2.163 0.7277 -0.7979 -1.0685
H -1.726 0.913 -1.459 -0.3072 0.5507 -0.0043


(3)
82
Properties=species:S:1:pos:R:3:forces:R:3 method="wB97M-V/def2-TZVPD" orbital_gap_ev="5.101 / 4.816" s_squared=8.774 multiplicity=6 total_charge=+2 lumo_energy_ev="-6.0 / -8.2"
Ir -0.625 -1.408 -3.536 -0.8978 -2.3257 6.0552
C -0.429 -2.886 2.172 -0.3753 -0.2276 -0.1635
C 0.956 -2.996 1.882 0.1276 -0.0854 -0.2336
C 0.693 -1.462 3.574 0.2017 0.0123 0.0548
C -0.592 -1.941 3.217 -0.1031 0.0120 0.3074
C 1.647 -2.115 2.748 0.0634 0.0295 0.3294
C -1.528 -3.656 1.556 -0.1677 -0.2071 -0.3968
H -1.212 -4.157 0.637 -0.0557 0.1205 0.1356
H -2.381 -3.010 1.309 0.1590 -0.0994 0.0975
H -1.906 -4.432 2.237 0.0850 0.1713 0.0057
C -1.855 -1.580 3.894 -0.3384 0.0125 -0.1952
H -2.713 -2.039 3.389 0.1655 0.1271 0.2305
H -1.992 -0.490 3.902 0.0321 -0.2416 0.0825
H -1.850 -1.914 4.945 0.0389 0.1041 -0.2559
C 0.975 -0.510 4.664 0.1651 0.4242 0.1199
H 0.871 -0.994 5.646 0.0003 0.0419 -0.1596
H 0.270 0.329 4.645 0.0644 -0.2451 0.0678
H 1.991 -0.106 4.599 -0.1592 -0.1302 0.0815
C 3.114 -1.975 2.848 0.3805 0.1445 -0.1998
H 3.527 -2.656 3.610 -0.1324 0.1346 -0.1404
H 3.395 -0.957 3.143 0.0244 -0.2273 0.0061
H 3.605 -2.217 1.897 -0.0784 0.0159 0.2444
C 1.587 -3.893 0.886 -0.0499 -0.3286 -0.0129
H 2.478 -4.380 1.309 -0.2246 0.1559 -0.1408
H 1.906 -3.341 -0.014 -0.0960 -0.1196 0.2272
H 0.878 -4.671 0.577 0.2961 0.1941 -0.0483
C -1.740 0.020 -4.267 -1.9330 1.1618 -2.0125
C -2.007 -1.302 -4.869 -2.3669 1.7748 -1.3197
C -1.334 -1.711 -6.150 0.3675 -0.5801 -0.4881
C 0.260 -1.786 -6.083 -0.2857 -0.6657 -0.7136
C 0.873 -1.641 -4.715 2.7932 1.1270 -0.8152
C 0.927 -0.333 -4.033 2.4628 0.7259 -1.7339
C 0.583 0.923 -4.793 -0.3703 0.6440 -0.0886
C -0.954 1.048 -5.042 0.5103 0.8000 0.0164
H -1.605 -1.046 -6.979 -0.1109 -0.2375 0.1004
H 0.685 -1.065 -6.792 0.0177 -0.1621 0.1043
H -1.692 -2.730 -6.364 0.0715 0.4551 -0.2277
H -1.154 0.997 -6.117 -0.1157 -0.0722 0.1428
H -2.524 0.443 -3.620 0.1987 -0.3148 -0.2173
H -3.010 -1.697 -4.667 0.3695 -0.1824 -0.1395
H -1.267 2.046 -4.717 -0.0276 -0.0691 -0.2005
H 0.908 1.799 -4.217 0.0758 -0.1008 -0.0978
H 1.688 -0.198 -3.248 -0.1479 -0.2447 -0.2858
H 1.106 0.966 -5.755 0.0833 0.0171 0.1671
H 0.524 -2.802 -6.407 0.0143 0.4459 -0.2665
H 1.682 -2.333 -4.449 -0.4089 -0.0271 -0.1210
P -1.053 0.698 0.046 -0.3532 -1.8769 -3.1375
P 1.359 1.901 0.552 -1.7095 0.1124 0.4782
C -0.759 2.135 -1.098 -0.2620 -0.1314 -0.1488
C 0.644 2.734 -0.888 0.2493 0.1121 -0.2430
H -1.520 2.924 -0.962 0.2116 -0.4167 -0.2629
H -0.831 1.635 -2.086 -0.1042 0.6095 0.3321
H 1.301 2.595 -1.763 -0.1587 -0.1633 0.3343
H 0.623 3.818 -0.694 -0.0438 -0.4803 0.0966
C 2.501 2.901 1.436 0.6266 0.2605 0.3363
H 2.646 2.493 2.439 0.1016 0.0493 -0.0669
H 2.151 3.934 1.508 0.0312 -0.1788 -0.0741
H 3.449 2.873 0.889 -0.0071 0.0794 0.1228
C 2.049 0.305 0.139 0.6680 -0.7784 0.0879
H 2.733 0.400 -0.719 -0.1554 0.1159 0.2206
H 1.281 -0.447 -0.102 0.1694 0.5646 -0.0270
H 2.621 -0.073 0.998 -0.0164 0.2561 -0.1704
C -2.812 0.361 -0.319 -0.1907 0.2469 0.7884
H -3.082 -0.588 0.141 -0.0553 -0.0304 -0.0977
H -2.773 0.225 -1.412 -0.1590 0.0738 0.3330
H -3.553 1.115 -0.022 0.2555 -0.0560 -0.2291
C -0.797 -2.620 -2.002 -0.2599 -1.9782 2.0110
H -0.134 -2.353 -1.166 -0.0209 -0.0453 -0.0240
H -0.510 -3.616 -2.389 -0.1123 0.1086 0.2756
H -1.829 -2.674 -1.630 0.0827 -0.1197 0.0886
F -0.253 6.013 5.876 -0.1304 -0.7688 -0.9442
C -0.401 5.101 4.899 -0.1331 0.2014 1.2224
C -0.106 5.429 3.585 0.4414 0.9256 -0.7753
F 0.329 6.671 3.271 -0.4503 -1.0646 0.3606
C -0.247 4.469 2.590 -0.4093 -0.1954 0.1660
F -0.038 4.837 1.287 0.1830 -0.3740 0.7737
C -0.652 3.175 2.905 0.5852 1.7411 0.8826
S -0.391 1.576 1.841 0.3893 0.3082 -0.5120
C -1.025 2.899 4.199 -0.1927 0.1400 0.5504
F -1.581 1.682 4.487 0.5078 0.5229 -0.0366
C -0.889 3.827 5.224 -0.1238 -0.1065 0.2713
F -1.213 3.504 6.488 0.2225 0.3781 -0.8849


(4)
49
Properties=species:S:1:pos:R:3:forces:R:3 method="wB97M-V/def2-TZVPD" orbital_gap_ev=9.474 multiplicity=1 total_charge=+1 de_lowest_kj_mol=73.9 lumo_energy_ev=-2.0
K -0.054 0.559 0.456 -0.2392 -0.4023 -0.0908
C -2.146 2.201 3.403 -0.5550 -1.6587 1.3586
O -1.866 1.403 2.512 0.1636 0.6096 -0.2665
N -1.298 2.462 4.446 1.0992 -0.1031 -0.9497
N -3.391 2.687 3.645 -0.3096 0.9752 -0.0825
H -0.441 1.935 4.418 0.0583 0.2672 0.0991
H -1.528 2.950 5.287 -0.2589 -0.0006 0.0296
H -4.241 2.364 3.223 0.2976 -0.0661 -0.4409
H -3.446 3.497 4.234 -0.3223 -0.0604 0.1030
C -3.310 0.726 -1.759 -0.1130 -0.0198 -0.4122
O -2.210 1.073 -1.315 -0.4989 -0.2303 -0.0946
N -4.503 1.172 -1.302 0.9168 0.2223 0.6643
N -3.457 -0.100 -2.838 0.7688 -0.2300 -0.1823
H -4.461 1.681 -0.435 -0.4938 0.0773 -0.1692
H -5.337 0.912 -1.785 -0.3806 0.1915 0.3061
H -4.328 -0.574 -2.983 -0.0652 -0.0907 -0.0528
H -2.626 -0.582 -3.144 -0.1040 -0.0063 0.0042
C 2.741 -1.705 1.196 0.2457 1.0139 0.6899
O 2.272 -0.564 1.370 -0.8185 -0.4587 -0.4456
N 2.018 -2.829 1.006 0.4773 0.8678 -0.1250
N 4.070 -1.901 1.299 0.2789 -0.1796 -0.0803
H 1.019 -2.737 0.894 -0.0194 -0.4794 -0.0119
H 2.587 -3.644 1.122 -0.8336 -0.6954 -0.0914
H 4.460 -2.726 0.883 0.3313 0.0519 0.0831
H 4.650 -1.096 1.501 -0.0141 0.1655 -0.1973
C 4.587 1.921 1.063 -0.3053 -1.2878 0.6082
O 5.099 0.907 1.537 -0.0751 0.2678 -0.5697
N 3.231 2.050 0.831 1.8015 0.3509 0.0349
N 5.315 3.012 0.740 -0.2178 0.0025 0.0545
H 2.969 3.013 0.769 -1.1304 -0.2869 -0.2397
H 2.717 1.182 0.862 -0.3615 0.1003 0.4031
H 4.807 3.825 0.453 0.6604 0.3486 -0.2419
H 6.311 2.942 0.834 -0.0292 0.3912 0.0578
C 0.645 -0.083 -3.270 -0.3555 1.0255 0.5335
O 0.749 -0.607 -2.162 -0.2778 -0.0272 -0.0918
N -0.329 0.838 -3.588 0.7833 -1.0334 0.2179
N 1.551 -0.275 -4.252 0.1466 -0.4836 0.1746
H -0.344 1.124 -4.548 -0.6172 0.4339 0.0816
H -1.053 0.994 -2.900 -0.0899 0.2781 -0.1444
H 2.289 -0.917 -4.022 0.1042 0.0806 -0.4200
H 1.422 0.131 -5.157 0.3581 -0.1625 -0.1586
C -1.630 -2.935 -0.110 1.0622 -1.6959 0.0750
O -0.788 -2.224 0.425 -0.6674 0.6400 0.2992
N -1.469 -3.376 -1.391 -0.3059 0.3482 -0.3535
N -2.674 -3.545 0.528 -0.4703 0.3102 0.2830
H -0.606 -3.174 -1.866 -0.0043 0.2081 0.0996
H -2.035 -4.131 -1.728 0.0689 -0.0282 -0.1638
H -2.768 -3.537 1.529 0.3078 0.4297 0.0054
H -3.167 -4.299 0.089 0.0032 0.0289 -0.1900


(5)
23
Properties=species:S:1:pos:R:3:forces:R:3 method="wB97M-V/def2-TZVPD" orbital_gap_ev=9.394 multiplicity=1 total_charge=+1 de_lowest_kj_mol=344.0 lumo_energy_ev=-4.1
C 2.154 0.038 -0.067 -0.2526 -0.9344 0.4582
C 1.155 -0.609 0.522 0.5737 -0.2472 2.0254
C -0.277 -0.633 0.308 -4.0294 -0.9445 -2.5295
C -0.988 -1.874 -0.189 0.5580 -0.2434 -0.1620
C 3.575 0.024 0.311 0.0910 -0.0721 0.6869
N -0.634 1.602 0.517 0.8931 0.8400 -0.4586
N -1.140 0.362 0.275 1.3744 -0.0682 1.9980
N -4.257 1.046 -0.692 -2.1018 1.7997 0.2641
O 4.413 0.186 -0.807 1.6866 -1.3705 0.6322
H 1.988 0.441 -0.987 -0.6303 1.8046 -2.4601
H 1.455 -1.231 1.383 -0.4138 0.1098 -0.2273
H -0.752 -2.728 0.376 0.3893 -1.1096 0.9881
H -0.646 -2.120 -1.170 0.8584 0.0182 -0.8467
H -2.055 -1.894 -0.370 -0.3988 0.8570 0.6904
H 3.710 -0.852 0.927 0.6167 -0.8004 -0.1059
H 3.790 0.817 0.998 -0.2276 0.9033 0.5851
H -1.204 2.242 1.051 0.0148 -0.2971 0.1646
H 0.371 1.481 0.760 -1.1534 0.7830 0.0346
H -2.202 0.260 0.326 1.4095 0.0721 -0.7331
H -3.874 1.674 -1.427 -0.3650 -0.5190 0.6012
H -5.135 1.603 -0.319 2.4848 -1.1540 -0.6071
H -4.762 0.329 -1.210 0.3547 -0.2514 -0.1176
H 5.316 -0.164 -0.516 -1.7323 0.8242 -0.8809